ORCA calculation (ωB97M-V with the def2-TZVPD basis set) on C9H4Cl2GaN2O3V as an isolated structure.

```
22
Properties=species:S:1:pos:R:3:forces:R:3
Ga 0.4751 0.1100 -3.8476 -0.13 0.34 0.20
V -0.1704 0.0558 -0.9203 -0.08 5.51 2.53
Cl -1.8366 0.6448 -2.1202 0.92 -0.28 0.27
Cl 1.7952 0.1203 -1.9115 0.51 0.07 -0.11
C -0.6496 -1.6874 -0.7179 -3.00 -11.64 1.35
C 0.0399 0.5869 -5.7129 -2.89 5.69 -3.90
C 0.5991 -0.9074 -6.0196 0.37 -5.54 -8.41
O -0.9589 -2.8136 -0.5808 1.79 6.69 -0.81
O -0.4414 1.2780 -6.5732 2.29 -3.43 3.95
O 0.5937 -1.4950 -7.0545 0.27 2.95 6.10
N 0.5806 0.6316 6.3494 -0.37 -0.44 -1.49
C 0.3158 0.3662 5.2344 -0.30 0.06 -0.28
C 0.0573 0.2085 3.8129 0.92 0.76 1.88
C 1.1377 -0.1297 2.9850 1.33 -0.60 -1.85
C 1.0444 0.0482 1.5950 1.42 -0.48 1.62
N -0.1502 0.3628 0.9972 0.08 -0.67 -1.16
C -1.2189 0.5995 1.8064 -0.86 0.80 1.28
C -1.1290 0.6271 3.1966 -1.21 0.27 -1.18
H 2.0580 -0.5068 3.4580 -0.20 0.42 -0.49
H 1.9275 0.0214 0.9311 -0.34 -0.29 0.65
H -2.1165 0.8776 1.2833 -0.46 0.08 0.18
H -1.9529 1.0014 3.8092 -0.06 -0.25 -0.32
```
Positions in Å, forces in eV/Å.

Summary:
max |F|: 12.10 eV/Å
total charge: +4
orbital gap (alpha / beta): 4.36 / 4.38 eV
ΔE to the lowest compared entry with this formula, charge and spin: 158.9 kcal/mol
multiplicity: 3
molar mass: 379.7 g/mol
LUMO (alpha / beta): -19.6 / -19.4 eV

Here are the Mulliken charges for atoms 1 to 5, given in e: 0.9954, 0.6284, -0.0700, -0.1322, 0.7239